Below is one molecule with the formula C4H3FO3S in a non-equilibrium geometry, with properties calculated with wB97M-V/def2-TZVPD.

Structure (XYZ):
```
12
Properties=species:S:1:pos:R:3:forces:R:3
C 0.9916 1.8144 -0.5032 -0.5610 -0.8896 0.0024
C 1.0114 0.6199 -0.3591 1.4357 0.0974 0.0147
C 0.3280 -1.6064 0.3031 0.0782 -0.6901 -0.6739
C 1.2815 -0.7372 -0.0984 -0.8834 -1.4425 0.8786
O -1.6768 0.8685 1.0874 -1.5588 -0.6775 0.0967
O -1.0116 -1.4559 0.2853 -1.3186 1.1355 -0.3058
O -1.7607 0.5576 -1.3466 -0.0037 -0.3386 -0.5941
F 2.5619 -1.2150 -0.1199 -0.4197 0.6531 -0.0442
S -2.1293 -0.1022 -0.1375 2.0870 -0.0121 1.7176
H 0.6676 2.7358 -0.8600 0.0304 1.1872 -0.2178
H 0.5109 -2.6693 0.5813 0.4863 1.0364 -0.2424
H -0.7745 1.1897 1.1676 0.6276 -0.0593 -0.6318
```
Positions in Å, forces in eV/Å.

Properties
ΔE to the lowest compared entry with this formula, charge and spin = 37.0 kJ/mol
Total charge = 0
LUMO level = 0.473 eV
Largest force on an atom = 2.7 eV Å⁻¹

***

Below is C16H17Cl2F5O2W as an isolated structure in a non-equilibrium geometry, with properties calculated with wB97M-V/def2-TZVPD.

Structure (XYZ):
```
43
Properties=species:S:1:pos:R:3:forces:R:3
C -0.6057 2.1661 -0.8372 -0.9724 -0.1294 0.6799
C -1.4759 1.7103 0.2138 -0.1418 0.0803 -0.6330
C -2.0077 0.4186 -0.1839 0.3738 0.6845 -0.2241
C -1.9434 2.5291 1.3662 -0.0368 0.1983 0.3575
C -1.4717 0.1303 -1.4820 -0.3442 0.7135 0.2474
C -0.6269 1.2024 -1.8790 -0.4313 -0.3147 0.1181
C -0.1204 1.4072 -3.2607 0.5020 -0.1003 -0.0447
C -0.0255 3.5299 -0.9559 0.3747 -0.0476 -0.0867
C -3.0726 -0.3810 0.4883 -0.1031 -0.3337 0.0894
C -1.9161 -0.9838 -2.3544 0.4187 -0.4855 -0.0642
W 0.2092 0.1564 0.3368 4.4981 -3.2434 -1.3597
Cl -0.6073 -0.1457 2.4496 -0.5865 -0.0025 0.1577
Cl 1.6356 1.8414 1.2368 -0.5675 -0.6373 -0.6166
O 0.4499 -1.5330 -0.6541 -1.3153 1.6780 -0.5665
H -1.1981 3.2870 1.6351 -0.2238 -0.1424 -0.0738
H -2.1169 1.9131 2.2537 -0.0249 0.1320 -0.2168
H -2.8904 3.0247 1.1058 0.2645 -0.0491 0.0313
H -3.1013 -0.2174 1.5676 0.0177 0.0496 -0.2310
H -2.8790 -1.4455 0.3137 -0.1628 0.1311 0.1217
H -4.0603 -0.1427 0.0725 0.2138 0.0259 -0.0058
H -2.0500 -1.9030 -1.7756 0.0148 0.1282 -0.1422
H -1.1769 -1.1835 -3.1397 -0.2331 -0.0018 0.2211
H -2.8728 -0.7269 -2.8329 0.2156 0.0127 0.1624
H 0.1475 0.4614 -3.7372 -0.0107 0.1484 0.0934
H 0.7706 2.0387 -3.2695 -0.1599 -0.1271 0.0080
H -0.9157 1.8862 -3.8537 0.1568 -0.1018 0.1623
H 0.1566 3.9902 0.0120 -0.0142 -0.0497 0.0049
H -0.7313 4.1587 -1.5129 0.0716 -0.0869 0.0658
H 0.9187 3.5021 -1.5074 -0.1181 0.0110 0.1094
H 1.2265 -1.3278 -1.2350 0.2580 0.0965 0.0509
O 2.1354 0.2858 -1.6785 -0.9427 0.0867 1.7071
H 2.9976 0.5696 -1.2946 -1.0658 -0.3992 -0.1340
F 3.5728 -0.4999 0.8353 -0.2068 -0.2317 0.5811
C 2.9161 -1.4706 1.5133 0.2506 -0.5405 0.2333
C 1.5396 -1.6027 1.4235 0.3683 1.7903 -0.1359
C 0.9857 -2.7624 1.9413 0.2566 -0.4278 0.1889
F -0.3252 -3.0394 1.7419 0.2529 0.1027 0.2115
C 1.7385 -3.7099 2.6579 -0.3638 0.5034 -0.2137
F 1.1480 -4.8117 3.1700 0.3427 0.5596 -0.2272
C 3.0958 -3.4712 2.8621 0.1324 0.0023 0.0540
F 3.8216 -4.3058 3.6340 -0.2719 0.2855 -0.4583
C 3.6997 -2.3703 2.2547 -0.2900 0.1861 -0.2938
F 5.0261 -2.1752 2.3584 -0.3961 -0.1541 0.0711
```
Positions in Å, forces in eV/Å.

Properties
ΔE to the lowest compared entry with this formula, charge and spin = 66.6 kJ/mol
Total charge = 0
LUMO level = -2.226 eV
Largest force on an atom = 5.7 eV Å⁻¹

***

Below is C29H31Br4N4O5SSc as an isolated structure in a non-equilibrium geometry, with properties calculated with wB97M-V/def2-TZVPD.

Structure (XYZ):
```
75
Properties=species:S:1:pos:R:3:forces:R:3
Sc -0.0305 0.3482 -0.1266 0.5321 -0.5054 -1.4614
Br -4.2644 4.1479 3.8207 -0.0340 0.1418 0.0530
C -3.3833 2.7108 2.9592 -0.2668 -0.0293 0.2312
C -3.8532 1.4221 3.0980 -0.1366 0.2645 0.1001
Br -5.3939 1.0697 4.1404 -0.0793 -0.0514 0.0475
C -3.1806 0.3825 2.4617 -0.1654 -0.4634 0.0649
Br -3.8177 -1.4006 2.5550 0.1109 -0.0094 -0.0093
C -2.0298 0.5790 1.7108 -0.5077 0.5692 0.4787
O -1.3868 -0.3802 1.1492 -0.1720 -0.3777 0.2676
C -1.5573 1.9320 1.5316 -0.8709 0.0223 0.5755
O -0.5421 2.1381 0.7587 0.4439 0.2188 -0.3489
C -2.2509 2.9426 2.1776 0.1839 0.3333 -0.0565
Br -1.5839 4.7054 1.9415 0.1131 0.0275 -0.0946
S 2.9587 2.4134 -3.2847 -0.7246 -0.0782 0.8921
C 2.8656 3.3474 -1.8268 -0.0935 -0.4067 -0.2819
C 1.8740 2.8637 -1.0252 0.8077 1.0313 -0.0906
N 1.2006 1.8020 -1.5144 0.0827 -0.4757 -0.8946
C 1.6418 1.4498 -2.6878 0.3203 0.5142 0.1078
H 3.5345 4.1685 -1.6641 0.0532 0.1851 0.1286
H 1.5786 3.2893 -0.0807 -0.1113 -0.0527 0.1789
H 1.2457 0.6391 -3.2635 -0.2798 -0.3747 -0.0105
C -0.4755 -3.1859 -2.5864 -0.0161 -0.1295 0.0725
C -1.2222 -3.2082 -1.2483 0.2173 0.2492 -0.0767
C -0.2533 -2.9114 -0.1035 -0.1239 0.1043 0.0900
C -2.3942 -2.2521 -1.3257 0.0210 0.1078 -0.0527
C -3.6626 -2.7702 -1.1949 -0.1208 -0.0469 0.0211
C -4.8009 -2.0157 -1.4354 -0.3314 -0.1269 0.0287
C -4.6335 -0.7200 -1.9004 -0.2039 -0.0464 0.0190
C -3.3901 -0.1478 -2.0518 0.1538 -0.0041 0.0643
C -3.3055 1.2189 -2.6932 0.2107 0.0836 0.0222
C -2.3689 1.1922 -3.9055 -0.1465 0.0430 0.0083
C -2.8622 2.3021 -1.7115 0.1251 -0.1361 0.0707
C -2.1908 -0.8511 -1.6453 -1.0127 -0.7779 -0.7000
N -1.0024 -0.2951 -1.6725 1.2538 0.6503 0.4231
H 0.3864 -3.8541 -2.5775 0.1639 -0.1317 0.0131
H -0.1392 -2.1664 -2.7682 0.0432 0.0475 -0.0436
H -1.1409 -3.4836 -3.3950 -0.0728 -0.0568 -0.1238
H -1.6219 -4.2228 -1.0876 -0.0175 0.1853 -0.0182
H 0.2616 -1.9598 -0.3046 0.0199 -0.6185 0.0299
H 0.4883 -3.7084 -0.0039 0.1517 -0.0097 -0.0381
H -0.7993 -2.8173 0.8326 0.0341 0.0770 0.1109
H -3.7749 -3.8110 -0.9084 0.0269 -0.1337 0.0397
H -5.7889 -2.4362 -1.2980 -0.0570 -0.0242 0.0125
H -5.5122 -0.1383 -2.1727 -0.0036 0.0370 -0.0058
H -4.3172 1.4828 -3.0422 0.1173 -0.1012 0.0150
H -1.3759 0.8987 -3.5703 0.0466 -0.0466 0.0181
H -2.3132 2.1738 -4.3738 -0.0173 0.2256 -0.1340
H -2.7165 0.4694 -4.6438 -0.0277 -0.0713 -0.1002
H -1.8515 2.0784 -1.3474 -0.3515 0.2009 -0.1202
H -3.5431 2.3368 -0.8608 0.0243 0.0411 0.1247
H -2.8634 3.2815 -2.1927 0.0428 0.1759 -0.0406
C 4.0673 1.9849 2.1031 0.0996 -0.0585 -0.0944
C 4.6713 0.7399 1.4604 -0.0657 0.1935 0.0990
C 3.8160 -0.5458 1.5965 0.5042 -0.2048 -0.3265
C 4.5752 -1.7015 0.9184 -0.1490 -0.0996 0.1083
C 3.8005 -3.0147 0.9282 0.0980 0.1403 -0.0575
C 3.6993 -0.8440 3.0844 -0.1902 0.0654 -0.0717
O 4.6203 -1.2987 3.7408 0.2455 -0.0465 0.0260
N 2.5150 -0.5211 3.6474 -0.2433 -0.0074 0.3596
C 1.3686 0.0301 2.9939 0.1368 -0.1422 0.7523
O 0.4528 0.3907 3.6959 0.0596 0.0450 0.0429
N 1.4035 0.0548 1.6583 0.1302 0.0049 -0.7012
C 2.4566 -0.3187 0.9387 0.2504 -0.1911 0.6875
O 2.3202 -0.4437 -0.2888 0.1174 0.0839 -0.2268
H 4.7316 2.8371 1.9492 -0.0208 0.0292 0.0242
H 3.9329 1.8504 3.1757 -0.0396 0.0438 0.0622
H 3.1017 2.2237 1.6632 -0.1041 0.0606 0.0306
H 5.6430 0.5390 1.9248 -0.0598 -0.1039 -0.1250
H 4.8310 0.9303 0.3956 -0.0100 -0.1246 -0.0056
H 5.5178 -1.8351 1.4563 -0.0234 0.1158 -0.0762
H 4.7888 -1.4215 -0.1145 0.0118 0.1023 0.0407
H 3.5148 -3.2908 1.9422 -0.0166 -0.0777 0.0846
H 4.4194 -3.8134 0.5180 -0.0399 -0.0797 0.0011
H 2.9017 -2.9286 0.3232 -0.1135 -0.0551 -0.0371
H 2.4097 -0.6535 4.6471 0.0667 0.0559 -0.2046
```
Positions in Å, forces in eV/Å.

Properties
ΔE to the lowest compared entry with this formula, charge and spin = 114.9 kJ/mol
Total charge = -2
LUMO level = 3.571 eV
Largest force on an atom = 1.6 eV Å⁻¹

***

Below is one molecule with the formula C5H8N2O in a non-equilibrium geometry, with properties calculated with wB97M-V/def2-TZVPD.

Structure (XYZ):
```
16
Properties=species:S:1:pos:R:3:forces:R:3
C 0.0300 -0.5605 1.8111 -0.5695 -0.2252 0.0035
C -1.6203 0.3783 -0.6754 0.0716 -1.5479 1.9912
C 0.2346 -0.7011 0.3315 2.2755 1.6643 -0.2946
C 0.8116 1.2455 -1.2580 -0.2274 -0.6644 0.8334
C 1.1064 -1.5651 -0.2131 -0.3706 0.6785 0.0884
O -2.2112 1.5158 -1.0490 -0.0621 0.9150 -0.4304
N -1.8414 -0.7314 -0.2227 -0.3246 1.6185 -1.4038
N -0.0146 0.6866 -0.4563 -0.0102 -2.0325 -0.4274
H -1.6283 2.2534 -0.7782 -0.5736 -0.4037 -0.2285
H 0.9276 -0.8524 2.3562 0.0232 0.0797 -0.0781
H -0.2555 0.4535 2.0902 0.0918 0.0052 -0.0453
H -0.7903 -1.2088 2.1199 0.0228 0.0088 0.0191
H 1.8724 1.0396 -1.1730 -0.0012 -0.2438 -0.2343
H 0.4503 1.9239 -2.0219 -0.0943 0.2774 0.1988
H 1.3148 -1.5933 -1.2733 0.0110 0.0884 -0.0373
H 1.6140 -2.2838 0.4120 -0.2624 -0.2182 0.0453
```
Positions in Å, forces in eV/Å.

Properties
ΔE to the lowest compared entry with this formula, charge and spin = 499.3 kJ/mol
Total charge = 0
LUMO level (spin up / spin down) = -0.307 / -0.306 eV
Largest force on an atom = 2.8 eV Å⁻¹

***

Below is one molecule with the formula C5H6O2S in a non-equilibrium geometry, with properties calculated with wB97M-V/def2-TZVPD.

Structure (XYZ):
```
14
Properties=species:S:1:pos:R:3:forces:R:3
C -1.4407 -0.2671 -1.0048 -0.7565 1.0481 -0.3226
C -1.1136 0.8439 -1.6300 2.7117 0.4884 1.3604
C 1.0391 0.7272 -0.1866 -2.4519 -3.9102 2.5536
C 0.3609 -0.4262 0.4454 3.9006 4.9737 -3.6318
C 1.0732 -1.2497 1.4315 -0.4464 -2.8084 -0.5344
O -0.7439 2.5536 0.2689 0.1337 0.3374 -0.1001
O -0.8663 -0.8003 0.0747 0.0144 -0.8402 0.9486
S 0.0574 2.0047 -0.8564 -0.6771 -0.5356 -0.3276
H -2.4054 -0.5945 -1.3174 -0.3147 -1.6224 0.2845
H -1.5251 0.9943 -2.5694 -0.9224 0.9034 -1.3798
H 2.0409 0.9212 0.1910 -0.1965 0.1520 -0.3217
H 1.4226 -0.7373 2.2828 0.2878 0.8146 0.8582
H 1.8330 -2.0688 1.1840 -0.6094 1.6747 -0.6654
H 0.2679 -1.9010 1.6864 -0.6733 -0.6755 1.2781
```
Positions in Å, forces in eV/Å.

Properties
ΔE to the lowest compared entry with this formula, charge and spin = 320.9 kJ/mol
Total charge = 0
LUMO level = 0.573 eV
Largest force on an atom = 7.3 eV Å⁻¹

***

Below is a 2-piece molecular cluster, C6H10O overall, with properties calculated with wB97M-V/def2-TZVPD.

Structure (XYZ):
```
17
Properties=species:S:1:pos:R:3:forces:R:3
O -0.6575 0.1423 1.8751 0.0155 0.1959 -0.3620
C -0.5472 0.3024 0.6784 0.0312 0.0048 0.2516
C 0.0874 1.5314 0.0738 -0.0709 0.0944 0.0978
C 1.4650 1.0867 -0.3781 0.0519 -0.2408 -0.0747
C 1.7426 -0.2023 -0.5775 -0.0694 0.1440 -0.0364
C 0.7250 -1.3164 -0.4420 0.0927 -0.1172 -0.0751
C -0.7305 -0.8081 -0.3201 0.0690 -0.0313 0.0686
H -0.4983 1.9042 -0.7770 0.0573 -0.0024 0.1638
H 0.1399 2.3064 0.8404 0.0997 -0.0073 -0.1009
H 2.2302 1.8530 -0.4945 -0.1082 -0.1869 0.0281
H 2.7606 -0.5014 -0.8219 -0.1708 0.0624 -0.0620
H 0.9437 -1.8866 0.4718 0.0505 0.0030 -0.1983
H 0.8067 -2.0049 -1.2863 0.0816 -0.0118 0.0536
H -1.3945 -1.5943 0.0505 0.2178 0.1662 0.0227
H -1.1205 -0.4393 -1.2786 0.2357 -0.0122 0.2028
H -3.2110 -0.1972 0.9055 -0.2535 -0.0158 0.0504
H -2.7416 -0.1758 1.4804 -0.3300 -0.0451 -0.0301
```
Positions in Å, forces in eV/Å.

Properties
ΔE to the lowest compared entry with this formula, charge and spin = 113.8 kJ/mol
Total charge = 0
LUMO level = 0.943 eV
Largest force on an atom = 0.4 eV Å⁻¹
SMILES = O=C1CC=CCC1.[H][H]

***

Q: largest force on an atom of number 1 (C4H3FO3S)?
A: 2.7 eV Å⁻¹